24
Properties=species:S:1:pos:R:3 method="wB97M-V/def2-TZVPD" total_charge=+1 e_tot_ev=-29420.18778 s2=2.02 homo_lumo_gap_ev="5.755 / 6.660" spin_multiplicity=3
C -2.75 -0.28 -1.22
C -1.87 0.78 -0.82
C -2.58 -1.54 -0.63
C -0.88 0.57 0.11
C -1.75 -1.74 0.44
C 3.09 0.20 0.56
C -0.84 -0.70 0.76
C 2.49 -1.00 0.53
C 1.01 1.57 -2.77
N 3.01 1.43 0.02
N 1.52 0.99 -1.65
O 1.93 -2.00 0.63
O 1.16 -0.07 2.16
O 2.37 1.79 -0.97
S 0.22 -1.13 2.03
H -3.66 -0.19 -1.90
H -2.06 1.82 -1.25
H -3.23 -2.41 -0.98
H -0.30 1.43 0.49
H -1.48 -2.83 0.63
H 3.89 0.15 1.39
H -0.04 1.44 -2.67
H 1.14 2.63 -2.68
H 1.53 1.27 -3.71

25
Properties=species:S:1:pos:R:3 method="wB97M-V/def2-TZVPD" e_above_lowest_kj_mol=0.0 total_charge=+4 e_tot_ev=-82819.29892 s2=24.80 homo_lumo_gap_ev="4.903 / 2.710" spin_multiplicity=10
Fe -5.89 4.76 -1.20
Ir 0.84 1.30 1.07
Cl -4.45 3.19 -1.46
Cl -1.02 2.52 1.53
C 2.18 2.49 1.35
C -7.37 5.54 -2.18
C -6.01 5.90 0.24
O 3.04 3.25 1.58
O -8.22 6.30 -2.41
O -6.18 6.62 1.15
N 3.28 -5.12 0.30
C 3.03 -4.21 -0.71
O 3.35 -4.45 -1.87
C 2.28 -2.96 -0.28
C 1.76 -2.82 1.01
C 1.19 -1.60 1.41
N 1.20 -0.52 0.56
C 1.51 -0.70 -0.76
C 2.07 -1.91 -1.20
H 3.85 -5.92 0.07
H 3.32 -4.84 1.26
H 1.83 -3.62 1.75
H 0.74 -1.40 2.39
H 1.32 0.18 -1.38
H 2.39 -1.99 -2.24

152
Properties=species:S:1:pos:R:3 method="wB97M-V/def2-TZVPD" e_above_lowest_kj_mol=0.0 total_charge=+2 e_tot_ev=-183885.69167 homo_lumo_gap_ev=4.680
Zr 0.12 2.95 -2.40
Mg -0.02 -3.24 2.67
C 1.55 -0.41 0.09
C 0.90 0.78 -0.53
C -0.56 1.02 -0.26
O -0.99 2.10 -0.73
C -1.39 0.03 0.43
C -0.68 -0.99 1.10
C 0.79 -1.23 0.92
O 1.39 -2.22 1.46
O -1.35 -1.62 2.00
O 1.45 1.48 -1.38
H 2.65 -0.56 0.01
H -2.49 0.24 0.65
C 0.33 7.05 -0.91
C 1.36 7.96 -1.00
C 2.64 7.51 -1.70
O 3.40 8.32 -2.25
C 2.84 6.19 -2.03
C 1.89 5.20 -1.70
C 0.49 5.67 -1.27
O -0.31 4.72 -1.33
O 1.94 3.97 -1.94
O 1.04 9.18 -1.14
H -0.69 7.30 -0.68
H 3.71 5.86 -2.58
C 1.16 -8.03 5.50
C 1.08 -6.80 4.57
O 2.39 -6.44 4.12
C 2.53 -5.33 3.41
O 1.61 -4.58 3.15
C 3.92 -4.95 2.98
F 4.24 -3.83 3.64
F 4.82 -5.90 3.33
F 3.95 -4.76 1.66
H 1.90 -7.96 6.30
H 1.45 -8.90 4.92
H 0.19 -8.24 5.96
H 0.74 -5.91 5.11
H 0.38 -6.98 3.76
C -3.19 -2.94 -0.46
C -3.22 -4.30 0.19
O -2.20 -5.21 -0.27
C -1.01 -5.21 0.33
O -0.55 -4.31 1.02
C -0.16 -6.51 0.12
F -0.79 -7.24 -0.80
F 1.00 -6.12 -0.37
F -0.08 -7.14 1.24
H -2.19 -2.59 -0.49
H -3.72 -2.19 0.12
H -3.74 -2.88 -1.40
H -4.16 -4.81 0.00
H -3.30 -4.24 1.28
C -8.41 1.50 -1.77
C -8.19 -0.01 -1.55
O -6.83 -0.32 -1.31
C -6.32 -0.47 -0.07
O -6.97 -0.36 0.94
C -4.83 -0.83 0.03
F -4.29 -0.98 -1.17
F -4.19 0.16 0.68
F -4.63 -1.99 0.63
H -9.41 1.69 -2.15
H -7.72 1.90 -2.52
H -8.23 2.05 -0.84
H -8.63 -0.48 -2.43
H -8.87 -0.29 -0.74
C 3.14 -0.74 -7.24
C 2.61 0.26 -6.25
O 3.62 0.61 -5.30
C 3.32 1.54 -4.38
O 2.19 2.00 -4.17
C 4.49 1.84 -3.42
F 4.33 1.05 -2.37
F 5.63 1.49 -3.99
F 4.50 3.14 -3.15
H 2.50 -0.65 -8.13
H 3.19 -1.72 -6.77
H 4.12 -0.52 -7.65
H 1.67 -0.02 -5.78
H 2.37 1.20 -6.77
C -3.26 6.66 -0.65
C -3.45 6.23 -2.12
O -4.18 5.00 -2.21
C -3.49 3.93 -2.56
O -2.27 3.77 -2.65
C -4.28 2.65 -2.67
F -4.22 2.17 -3.91
F -3.73 1.71 -1.93
F -5.53 2.68 -2.25
H -4.14 6.52 -0.03
H -2.99 7.71 -0.63
H -2.48 5.99 -0.28
H -2.48 6.26 -2.63
H -4.12 6.98 -2.54
C 4.98 2.24 1.36
C 3.69 2.99 1.08
O 2.76 2.47 2.05
C 1.49 2.98 2.09
O 0.95 3.46 1.12
C 0.69 2.74 3.39
F -0.45 3.41 3.31
F 0.52 1.40 3.52
F 1.30 3.06 4.57
H 4.93 1.17 1.29
H 5.49 2.56 2.27
H 5.68 2.42 0.54
H 3.41 2.66 0.08
H 3.69 4.07 1.20
C 6.29 -1.33 1.25
C 4.96 -1.19 1.92
O 5.16 -0.28 2.99
C 4.39 -0.35 4.06
O 3.48 -1.13 4.32
C 4.91 0.59 5.13
F 5.92 0.03 5.78
F 5.34 1.78 4.66
F 3.96 0.79 6.07
H 6.72 -0.33 1.25
H 6.22 -1.57 0.19
H 6.77 -2.13 1.82
H 4.48 -2.09 2.28
H 4.24 -0.73 1.24
C -4.19 0.20 4.32
C -2.92 1.04 4.33
O -2.91 1.92 3.26
C -3.78 3.01 3.27
O -4.65 3.19 4.05
C -3.75 3.69 1.88
F -3.25 4.93 2.04
F -2.88 3.07 1.11
F -4.95 3.84 1.31
H -4.24 -0.53 3.52
H -5.13 0.73 4.16
H -4.40 -0.35 5.24
H -2.09 0.36 4.20
H -2.70 1.49 5.31
C -0.60 -5.03 -4.04
C 0.85 -5.47 -3.97
O 1.77 -4.42 -3.88
C 1.82 -3.59 -2.82
O 0.93 -3.44 -2.01
C 3.08 -2.66 -2.87
F 3.62 -2.69 -4.08
F 2.82 -1.36 -2.54
F 3.97 -3.19 -2.05
H -0.89 -4.97 -3.00
H -1.39 -5.56 -4.60
H -0.62 -4.09 -4.60
H 1.03 -5.88 -4.97
H 0.93 -6.20 -3.17

97
Properties=species:S:1:pos:R:3 method="wB97M-V/def2-TZVPD" e_above_lowest_kj_mol=74.2 total_charge=+1 e_tot_ev=-178238.05437 s2=6.02 homo_lumo_gap_ev="6.013 / 6.244" spin_multiplicity=5
Cr 0.15 2.02 0.29
C -5.11 1.47 5.46
C -4.44 0.11 5.23
C -3.54 -0.24 6.42
C -5.53 -0.96 5.12
C -3.59 0.21 3.97
C -2.55 1.13 3.95
C -1.82 1.29 2.80
Br -0.39 2.58 2.72
C -2.04 0.59 1.60
O -1.28 0.87 0.57
C -3.09 -0.36 1.62
C -3.82 -0.51 2.80
C -3.46 -1.23 0.43
C -3.15 -2.69 0.79
C -4.96 -1.08 0.13
C -2.71 -0.90 -0.86
H -5.75 1.42 6.34
H -5.72 1.74 4.60
H -4.38 2.25 5.62
H -4.15 -0.35 7.32
H -2.80 0.53 6.61
H -3.02 -1.18 6.25
H -6.08 -1.00 6.05
H -5.10 -1.94 4.93
H -6.23 -0.72 4.32
H -2.30 1.72 4.82
H -4.61 -1.24 2.80
H -3.72 -3.02 1.65
H -2.09 -2.81 1.02
H -3.39 -3.34 -0.05
H -5.58 -1.40 0.96
H -5.23 -1.67 -0.74
H -5.19 -0.04 -0.08
H -1.63 -1.01 -0.73
H -2.92 0.12 -1.19
H -3.02 -1.59 -1.63
C 1.61 0.32 -3.03
P 1.61 0.97 -1.30
C 2.34 -0.44 -0.40
C 3.57 -0.99 -0.76
C 4.05 -2.11 -0.10
C 3.31 -2.69 0.91
C 2.08 -2.16 1.27
C 1.60 -1.04 0.62
C 3.00 2.15 -1.54
C 4.17 2.14 -0.77
C 5.13 3.13 -0.96
C 4.94 4.13 -1.89
C 3.77 4.16 -2.63
C 2.80 3.19 -2.45
P 0.12 -0.43 -3.91
C -0.09 -2.07 -3.11
C 0.91 -2.74 -2.42
C 0.67 -4.00 -1.90
C -0.56 -4.62 -2.10
C -1.55 -3.96 -2.81
C -1.32 -2.69 -3.30
C 1.09 -1.08 -5.35
C 2.28 -0.53 -5.81
C 2.97 -1.11 -6.86
C 2.47 -2.23 -7.49
C 1.25 -2.75 -7.09
C 0.56 -2.18 -6.04
H 2.47 -0.34 -3.12
H 1.79 1.21 -3.65
H 4.15 -0.55 -1.56
H 5.01 -2.53 -0.39
H 3.69 -3.57 1.42
H 1.50 -2.62 2.05
H 0.63 -0.63 0.89
H 4.33 1.36 -0.04
H 6.04 3.11 -0.37
H 5.69 4.90 -2.02
H 3.59 4.96 -3.34
H 1.87 3.25 -3.00
H 1.88 -2.29 -2.29
H 1.44 -4.51 -1.35
H -0.73 -5.61 -1.72
H -2.50 -4.45 -2.97
H -2.10 -2.17 -3.85
H 2.70 0.36 -5.36
H 3.91 -0.68 -7.18
H 3.02 -2.69 -8.30
H 0.83 -3.61 -7.60
H -0.38 -2.59 -5.73
S 1.21 4.13 0.11
C 2.05 4.39 1.58
N 3.41 4.18 1.57
C 4.15 4.44 2.68
C 3.54 4.92 3.80
C 2.14 5.07 3.75
N 1.44 4.81 2.66
H 3.84 3.81 0.72
H 5.21 4.24 2.61
H 4.10 5.17 4.68
H 1.57 5.40 4.61

22
Properties=species:S:1:pos:R:3 method="wB97M-V/def2-TZVPD" e_above_lowest_kj_mol=426.1 total_charge=+1 e_tot_ev=-30602.36605 homo_lumo_gap_ev="7.005 / 7.007"
C 0.68 1.07 -1.93
C -0.12 0.57 -1.00
C -0.73 -1.59 0.71
C 0.58 -0.76 0.79
C 1.93 1.03 0.27
C -1.27 -1.65 -0.62
C -0.34 1.48 1.05
N 0.52 0.60 0.29
S 2.19 1.87 -1.35
S -2.94 -1.39 -0.86
H 0.40 1.33 -2.98
H -0.62 -2.59 1.01
H -1.42 -0.94 1.34
H 1.04 -0.76 1.76
H 1.27 -1.23 0.09
H 2.04 1.81 0.93
H 2.46 0.08 0.25
H -0.58 -1.93 -1.44
H -0.34 2.45 0.49
H -1.36 1.05 1.05
H 0.00 1.63 2.16
H -3.37 -2.13 -2.00

9
Properties=species:S:1:pos:R:3 method="wB97M-V/def2-TZVPD" e_above_lowest_kj_mol=530.8 e_tot_ev=-12913.16203 homo_lumo_gap_ev=8.475
C 0.52 -0.68 0.35
C 0.92 0.59 1.06
C -1.02 -0.13 -1.01
N -0.88 -0.78 0.11
N 0.90 0.54 -0.35
O -0.27 0.78 -1.21
O 1.12 1.24 2.05
F -2.37 -0.07 -1.18
H 1.07 -1.50 0.18

12
Properties=species:S:1:pos:R:3 method="wB97M-V/def2-TZVPD" e_above_lowest_kj_mol=42.7 e_tot_ev=-5183.29529 homo_lumo_gap_ev=10.699
C 4.85 -4.01 -1.20
H 5.07 -3.03 -0.79
H 5.49 -4.20 -2.06
H 4.95 -4.83 -0.49
H 3.82 -3.95 -1.57
N -4.55 2.94 1.00
C -3.19 2.72 1.00
N -2.25 3.45 0.54
H -5.09 2.29 0.47
H -4.80 3.92 0.94
H -2.89 1.71 1.29
H -1.42 2.99 0.87

46
Properties=species:S:1:pos:R:3 method="wB97M-V/def2-TZVPD" total_charge=+2 e_tot_ev=-28943.16176 homo_lumo_gap_ev=3.820
Sr -0.89 0.08 4.28
Sr 3.83 1.98 1.76
F 2.94 -1.14 4.12
F 0.47 0.56 0.54
C 4.89 2.75 -4.38
C 4.64 1.97 -3.09
C 5.40 0.67 -3.02
O 5.29 0.23 -1.65
C 5.85 -1.03 -1.45
N 5.13 2.93 -2.08
H 4.69 2.17 -5.28
H 5.95 3.03 -4.37
H 4.29 3.65 -4.52
H 3.57 1.85 -2.95
H 6.40 0.66 -3.46
H 4.82 0.03 -3.68
H 5.37 -1.72 -2.14
H 5.69 -1.53 -0.49
H 6.93 -1.02 -1.52
H 4.73 3.85 -2.25
H 6.04 3.19 -2.42
C -5.24 -0.10 1.26
C -5.57 0.84 2.40
C -6.37 0.27 3.56
O -5.44 -0.55 4.24
C -5.86 -1.13 5.44
N -4.34 1.55 2.73
H -5.06 0.34 0.27
H -5.97 -0.90 1.10
H -4.30 -0.61 1.51
H -6.08 1.70 1.97
H -7.19 -0.37 3.22
H -6.87 1.00 4.19
H -5.86 -0.40 6.26
H -5.15 -1.90 5.72
H -6.80 -1.68 5.46
H -4.65 2.38 3.21
H -3.94 1.92 1.88
C -0.28 -3.61 -2.26
O -0.39 -4.64 -2.87
N -0.54 -2.51 -2.85
N 0.17 -3.51 -1.04
H -0.78 -2.65 -3.82
H -0.13 -1.73 -2.37
H 0.42 -4.30 -0.47
H 0.20 -2.57 -0.69

48
Properties=species:S:1:pos:R:3 method="wB97M-V/def2-TZVPD" e_tot_ev=-43040.16796 homo_lumo_gap_ev=6.195
O 2.64 0.04 -1.73
O 4.81 -0.48 -0.76
O 0.23 0.20 2.97
O 1.06 1.18 1.19
O -1.27 -1.23 2.08
O -1.57 1.79 -1.05
O -0.51 -0.29 -1.31
N 3.16 -1.81 -1.01
N 2.55 -1.32 0.30
C -0.69 -1.84 4.14
C -1.95 0.26 3.93
C -1.09 0.15 -4.22
C -0.12 1.32 -4.39
C -2.01 0.42 -3.05
C -0.07 1.77 -2.87
C -0.92 -0.63 3.31
C -1.01 0.86 -2.06
C 1.97 -1.01 1.65
C -0.16 1.95 0.91
C 0.72 -0.16 1.70
C -0.42 -0.96 1.01
C -1.33 1.32 0.22
C -1.11 -0.19 -0.03
S 3.36 -0.21 -0.50
H 3.41 -1.77 -2.01
H 3.84 -2.37 -0.48
H 1.86 -1.44 -0.38
H -0.41 -1.52 5.15
H 0.11 -2.50 3.66
H -1.64 -2.32 4.42
H -2.71 -0.29 4.50
H -2.46 1.00 3.24
H -1.51 0.91 4.77
H -1.68 -0.05 -5.15
H -0.58 -0.86 -4.09
H -0.45 2.15 -5.07
H 0.84 0.99 -4.83
H -2.72 1.18 -3.32
H -2.53 -0.54 -2.84
H 0.90 1.78 -2.68
H -0.34 2.85 -2.78
H 1.80 -2.04 2.11
H 2.73 -0.42 2.07
H 0.17 2.74 0.28
H -0.60 2.31 1.90
H -0.07 -1.88 0.41
H -2.13 1.53 0.88
H -2.08 -0.60 -0.18

45
Properties=species:S:1:pos:R:3 method="wB97M-V/def2-TZVPD" e_above_lowest_kj_mol=23.9 e_tot_ev=-174539.77197 homo_lumo_gap_ev=10.823
Cl -18.02 17.96 -14.14
C -17.96 16.78 -12.80
C -16.92 15.65 -13.19
Cl -16.93 14.26 -12.08
H -18.98 16.43 -12.63
H -17.61 17.30 -11.91
H -15.92 16.08 -13.24
H -17.21 15.35 -14.20
Cl -15.77 16.10 -23.35
C -14.79 14.64 -23.07
C -14.16 14.79 -21.67
Cl -12.94 13.53 -21.35
H -14.13 14.45 -23.91
H -15.47 13.78 -23.02
H -14.93 14.86 -20.90
H -13.70 15.77 -21.59
Cl -16.48 19.74 -16.96
C -15.79 21.28 -17.62
C -14.62 21.72 -16.76
Cl -13.26 20.48 -16.81
H -16.54 22.06 -17.76
H -15.48 21.09 -18.65
H -14.98 21.91 -15.75
H -14.12 22.60 -17.16
Cl -10.25 13.50 -16.65
C -10.76 13.35 -18.33
C -9.60 12.63 -19.06
Cl -8.04 13.55 -18.93
H -10.98 14.30 -18.81
H -11.62 12.68 -18.29
H -9.79 12.50 -20.12
H -9.47 11.73 -18.46
Cl -15.73 12.59 -18.70
C -17.34 13.42 -18.69
C -18.38 12.58 -19.41
Cl -17.92 12.43 -21.15
H -17.19 14.37 -19.21
H -17.48 13.61 -17.63
H -19.40 12.97 -19.31
H -18.43 11.55 -19.04
C -14.81 16.79 -17.79
Cl -15.97 15.90 -16.87
Cl -15.57 17.23 -19.31
Cl -13.19 16.01 -17.99
H -14.64 17.75 -17.30